Here is C19H48AlF3O21S7 as an isolated structure in a non-equilibrium geometry from OMol25. Energies are from wB97M-V/def2-TZVPD.

```
! RIJCOSX wB97M-V def2-TZVPD def2/J DEFGRID3
* xyz 2 1
H -4.928 3.796 -1.837
H 3.352 -3.663 0.615
H 5.230 0.452 1.565
H 5.610 -0.284 3.163
H -4.940 4.144 -3.636
H -1.129 -5.256 2.755
S -1.921 1.318 -3.358
H -2.734 -1.992 -2.412
H -4.189 -1.318 3.309
H 2.621 -1.887 -4.372
C 2.538 -0.279 6.403
H -3.786 -2.914 -1.298
S 1.056 -3.242 0.104
H 2.263 0.749 6.629
O 0.139 -0.755 -4.987
S 1.658 3.985 1.869
H 4.181 3.203 5.264
O -2.396 -0.020 -3.381
H 1.623 -0.858 6.281
H -2.093 -5.052 -6.002
C 0.362 5.117 2.346
H -1.990 -3.055 -1.176
H -3.906 -3.518 1.190
C -1.073 -3.350 -5.259
O 2.475 0.287 1.696
O 1.116 2.782 1.304
S -2.752 -1.053 -0.271
H 4.838 1.312 3.114
C 0.115 5.672 -1.830
H -1.162 -5.415 -4.551
H 3.712 5.038 3.536
O 1.284 3.301 -1.529
H 0.266 -5.824 0.626
H -1.099 -5.143 -0.282
C -4.158 -2.357 2.983
H -3.347 -2.882 3.484
H -5.104 -2.798 3.303
H 1.775 -3.254 -5.046
H 4.411 0.147 5.401
O 2.688 4.712 1.212
O 0.958 -3.751 -1.226
H 2.351 -5.084 0.643
H -4.892 -2.104 0.946
H 2.028 -3.104 -3.238
C 1.821 -2.603 -4.180
H 2.481 3.257 5.706
O -0.791 1.618 -2.494
H -1.210 2.887 -5.000
Al 1.026 0.794 -0.572
O -3.933 -0.261 -0.315
C 3.320 3.862 5.367
C -4.396 4.198 -2.697
F -0.433 5.207 -0.701
O -2.768 -1.835 1.108
C -3.006 3.626 -2.833
O 1.192 -1.826 0.342
C -2.831 -2.408 -1.415
O 2.768 0.013 4.070
H -2.668 -4.483 -4.420
S 3.304 -0.386 2.661
O 3.423 -1.801 2.579
C -1.785 -4.663 -5.032
F -0.843 6.082 -2.633
H 3.013 -0.735 7.277
O -3.121 2.182 -2.802
H 2.175 5.351 4.342
O -0.783 -2.765 -3.959
S 1.096 4.279 -2.618
O -1.467 -0.422 -0.374
H 3.595 4.631 6.088
H -1.723 -2.634 -5.761
H -4.313 5.260 -2.442
C 2.905 4.574 4.100
O 2.344 4.871 -3.010
H -0.926 1.212 -5.406
H 3.697 -1.505 5.156
C -1.533 -5.557 1.788
H -2.389 3.927 -1.983
O 0.343 -1.153 -2.568
H -1.645 -6.639 1.805
H 0.871 6.071 2.435
H 2.222 -3.953 2.025
H -0.211 -3.500 -5.911
O -0.171 -3.772 0.940
F 0.919 6.659 -1.520
S 0.340 -1.668 -3.909
C -1.668 1.903 -5.005
C 2.394 -4.042 0.958
C -4.022 -2.472 1.488
C 3.505 -0.437 5.252
H -0.059 4.742 3.275
H -2.485 -5.055 1.639
C 4.932 0.356 2.604
C -0.584 -5.145 0.679
H -2.603 1.843 -5.553
H -2.526 3.988 -3.742
O 0.369 3.828 -3.767
H -0.419 5.117 1.595
O 2.204 3.580 3.294
*
```

The LUMO energy comes out at -11.22 eV. For the total energy, the calculation gives -154053.7226 eV. The calculation puts the energy above the lowest of the compared OMol25 structures with the same formula, charge and spin at 0.0 kJ/mol. The HOMO energy comes out at -15.14 eV.

Atom charges from the Mulliken analysis, given in e for atoms 1 to 6: H 0.35; H 0.45; H 0.45; H 0.41; H 0.36; H 0.27